No. 1
{"formula": "C2H3O2Sm", "method": "ωB97M-V/def2-TZVPD", "total_energy_ha": -885.4997, "relative_energy_kcal_mol": 152.5, "fmax_ha_per_bohr": 0.1590, "charge": 2, "gap_ev": [7.81, 7.31], "spin_multiplicity": 8, "e_lumo_ev": [-9.8, -10.1], "symbols": ["O", "C", "C", "H", "H", "H", "Sm", "O"], "coordinates": [[-0.04128, 0.07570, 0.79151], [-1.47235, 0.51449, 0.13372], [-0.00442, -0.41137, -0.41026], [-1.37668, 1.49772, -0.32452], [-2.36897, 0.07020, 0.55403], [-0.11813, -1.49023, -0.57676], [3.93774, -0.06888, -0.12670], [1.44409, -0.18763, -0.04101]]}

***

No. 2
{"formula": "C3H7N3Si", "method": "ωB97M-V/def2-TZVPD", "total_energy_ha": -572.0525, "relative_energy_kcal_mol": 141.9, "fmax_ha_per_bohr": 0.0994, "gap_ev": [6.00, 6.01], "spin_multiplicity": 1, "e_lumo_ev": [-3.1, -3.1], "symbols": ["C", "C", "C", "N", "N", "N", "Si", "H", "H", "H", "H", "H", "H", "H"], "coordinates": [[-2.58386, -0.70401, -0.46553], [-1.49963, 0.56162, 0.87604], [1.68391, 0.57166, -1.06031], [-2.67552, 0.19009, 0.60632], [-1.29998, -0.80393, -0.84714], [-0.66857, -0.06762, 0.07482], [2.00642, -0.27352, 0.56343], [-3.33662, -0.96838, -1.12349], [-1.12328, 1.06048, 1.69115], [1.07263, 1.48990, -0.86959], [1.94242, 0.34298, -2.05903], [1.68464, 0.61419, 1.55820], [3.43904, -0.44610, 0.62096], [1.35840, -1.56737, 0.43417]]}

***

No. 3
{"formula": "C4H5NO2", "method": "ωB97M-V/def2-TZVPD", "total_energy_ha": -360.4592, "relative_energy_kcal_mol": 131.9, "fmax_ha_per_bohr": 0.0544, "gap_ev": 9.08, "spin_multiplicity": 1, "e_lumo_ev": 0.8, "smiles": "C=C=C(O)ON=C", "symbols": ["C", "C", "C", "C", "N", "O", "O", "H", "H", "H", "H", "H"], "coordinates": [[-0.72758, 1.10369, 0.13432], [-1.71228, 0.24969, -0.06385], [0.22172, 2.02799, 0.19696], [0.74066, -1.93323, 0.03783], [-0.10019, -1.04713, -0.29204], [-1.42743, -1.07746, 0.04680], [-3.00466, 0.51962, -0.26938], [1.00414, 1.94966, -0.48903], [0.31110, 2.72198, 0.99222], [0.62455, -2.68260, 0.89194], [1.79717, -1.63565, -0.21624], [-3.42289, 0.29389, -1.13343]]}

***

No. 4
{"formula": "C29H19Cl2N2O3P", "method": "ωB97M-V/def2-TZVPD", "total_energy_ha": -2713.3420, "relative_energy_kcal_mol": 34.2, "fmax_ha_per_bohr": 0.0711, "gap_ev": 5.43, "spin_multiplicity": 1, "e_lumo_ev": -2.7, "smiles": "CC(=O)C=P(c1ccccc1)(c1ccccc1)c1ccccc1.N#CC1=C(C#N)C(=O)C(Cl)=C(Cl)C1=O", "symbols": ["N", "C", "C", "C", "C", "N", "C", "O", "C", "Cl", "C", "Cl", "C", "O", "C", "C", "C", "P", "C", "C", "C", "C", "C", "C", "C", "C", "C", "C", "C", "C", "C", "C", "C", "C", "C", "C", "O", "H", "H", "H", "H", "H", "H", "H", "H", "H", "H", "H", "H", "H", "H", "H", "H", "H", "H", "H"], "coordinates": [[-0.52200, -3.62962, 2.54920], [0.50293, -3.07438, 2.43510], [1.73995, -2.40069, 2.29983], [1.79820, -1.03851, 2.41369], [0.69372, -0.27364, 2.89981], [-0.16039, 0.36897, 3.39469], [3.07519, -0.48407, 2.89241], [3.06403, 0.58961, 3.48148], [4.31275, -1.28259, 2.70007], [5.78181, -0.50701, 3.04428], [4.26191, -2.60245, 2.37874], [5.64131, -3.59169, 2.29676], [2.93702, -3.25911, 2.35601], [2.80088, -4.45994, 2.57368], [3.30793, -1.15018, -0.66202], [2.24591, -0.11476, -0.29838], [0.86561, -0.59479, -0.34778], [-0.51150, 0.35884, -0.94046], [-1.90216, -0.65266, -0.31729], [-2.00454, -0.81233, 1.07002], [-2.82607, -1.78233, 1.63233], [-3.65077, -2.54667, 0.80776], [-3.69021, -2.27307, -0.56290], [-2.83500, -1.32067, -1.13234], [-0.49580, 1.92805, -0.03104], [-1.58363, 2.31583, 0.75819], [-1.51353, 3.50132, 1.49353], [-0.38633, 4.32311, 1.41835], [0.64925, 3.99420, 0.53984], [0.58048, 2.81542, -0.19758], [-1.01989, 0.84842, -2.63895], [-1.90799, 1.93336, -2.76730], [-2.47802, 2.26429, -3.99782], [-2.14035, 1.54848, -5.14649], [-1.22007, 0.50159, -5.04541], [-0.64663, 0.16142, -3.81581], [2.59606, 1.01806, 0.10439], [3.49726, -1.19328, -1.74982], [4.25039, -0.89363, -0.15923], [2.93541, -2.11910, -0.30077], [0.72142, -1.69090, -0.48243], [-1.44268, -0.16194, 1.73774], [-2.78718, -1.96699, 2.70458], [-4.24884, -3.35139, 1.23796], [-4.36611, -2.83856, -1.20431], [-2.91498, -1.07381, -2.19344], [-2.48466, 1.70166, 0.80562], [-2.35131, 3.76970, 2.13488], [-0.31652, 5.22323, 2.03095], [1.51491, 4.64718, 0.42384], [1.39976, 2.57780, -0.86871], [-2.14752, 2.53170, -1.88674], [-3.18760, 3.08770, -4.05065], [-2.57996, 1.81887, -6.10773], [-0.95202, -0.05478, -5.94303], [0.10015, -0.63327, -3.76732]]}